The following is a DFT calculation (ωB97M-V/def2-TZVPD) of a cluster of 9 separate species, C27H72O15 in total at a distorted geometry.

```
114
Properties=species:S:1:pos:R:3:forces:R:3:lowdin_charge:R:1
C 15.53600 17.33695 10.36686 0.6 -1.4 -0.6 -0.100
O 16.47514 17.27853 11.40216 -0.1 -0.8 0.9 -0.168
C 17.57039 18.10902 11.24504 -1.1 0.9 -2.6 -0.207
C 17.14960 19.57519 11.10202 0.5 -0.3 0.6 -0.245
O 16.67934 19.96361 12.34507 -0.5 2.0 1.6 -0.190
C 16.39865 21.39338 12.44857 -1.0 -1.1 -2.3 -0.068
H 15.97195 17.69446 9.42609 0.0 0.1 0.1 0.097
H 14.70992 17.94460 10.65176 -0.9 0.5 0.1 0.068
H 15.23652 16.29144 10.18019 -0.3 0.5 0.1 0.084
H 18.05883 17.86830 10.29483 0.2 -0.2 -0.3 0.121
H 18.28241 17.90188 11.99387 0.6 0.2 1.2 0.117
H 16.39260 19.79856 10.32991 0.3 -0.5 -0.1 0.126
H 18.04941 20.12691 10.87244 0.5 0.5 -0.4 0.115
H 16.31065 21.71806 13.46472 0.5 -0.1 0.6 0.072
H 15.38832 21.56690 11.98918 0.6 -0.1 0.3 0.088
H 17.09943 21.98461 11.81977 -0.1 -0.3 0.7 0.090
C 11.81986 10.40115 15.05790 0.3 0.7 -0.8 -0.099
O 12.37202 11.10057 13.95744 0.6 0.5 0.3 -0.206
C 13.74298 10.77155 13.74628 -2.0 -2.1 0.3 -0.210
C 14.27599 11.48043 12.59386 -0.2 0.7 -1.1 -0.221
O 13.71494 11.03453 11.36420 1.1 -1.0 -0.5 -0.204
C 14.50308 10.02028 10.63656 -0.9 0.3 0.2 -0.057
H 11.85577 9.35719 14.84229 -0.3 -1.1 -0.1 0.078
H 10.82185 10.79070 15.10107 -0.7 -0.2 0.4 0.079
H 12.33536 10.54548 16.00151 0.3 0.4 0.2 0.088
H 13.74196 9.69107 13.53604 0.4 -0.1 0.0 0.134
H 14.28655 10.90124 14.65106 0.8 0.5 0.9 0.121
H 15.34774 11.45990 12.63336 0.8 -0.2 -0.4 0.127
H 13.99774 12.51201 12.68016 -0.2 0.8 0.0 0.119
H 13.74001 9.55330 9.95135 1.0 0.2 0.8 0.098
H 14.99356 9.26718 11.31662 -0.7 0.6 -0.5 0.099
H 15.28494 10.49655 10.01491 -0.3 -0.1 0.5 0.064
C 10.11568 11.18438 6.93948 0.7 -0.2 0.0 -0.102
O 9.67085 11.34931 8.27555 -0.1 0.3 -0.5 -0.181
C 10.59041 10.95818 9.26207 -1.3 -1.4 0.5 -0.233
C 9.89644 10.87392 10.59906 -0.9 0.7 1.9 -0.179
O 9.31292 9.56018 10.90294 0.6 1.5 0.0 -0.188
C 8.91058 9.47817 12.26961 0.7 -0.3 0.2 -0.120
H 10.16986 10.09498 6.69378 -0.1 0.7 -0.1 0.097
H 11.13836 11.61375 6.77213 -0.6 -0.2 0.3 0.079
H 9.42843 11.73226 6.27394 0.2 -0.5 0.3 0.090
H 11.42484 11.61258 9.34441 0.8 0.8 -0.1 0.088
H 10.95114 9.94127 9.11793 0.3 -0.3 -0.5 0.129
H 9.09839 11.69286 10.70634 0.8 -1.1 -0.3 0.150
H 10.64111 11.09876 11.40518 -0.3 -0.3 -0.5 0.108
H 8.74045 8.39185 12.44688 -0.3 1.0 0.1 0.098
H 8.06896 10.13559 12.52303 -0.4 -0.4 -0.4 0.082
H 9.67100 9.84114 13.00634 0.1 -0.4 -0.8 0.070
C 12.56266 18.90430 13.34242 -0.7 -0.6 0.1 -0.069
O 11.11427 19.02862 13.15800 2.4 -0.1 0.5 -0.180
C 10.76127 18.60170 11.86600 1.5 -0.6 -0.1 -0.206
C 11.35971 19.41542 10.70613 -2.4 -0.7 0.0 -0.216
O 10.90928 20.73883 10.93262 0.4 0.4 -1.5 -0.170
C 11.19518 21.51578 9.75458 -1.2 1.1 1.7 -0.091
H 12.80288 18.89786 14.39507 -0.4 -0.1 0.5 0.075
H 13.11535 19.75682 12.96324 -0.1 0.1 -0.6 0.075
H 12.96499 17.93881 12.94130 -0.5 0.8 0.0 0.101
H 9.70734 18.73354 11.89456 -1.0 -0.1 -0.6 0.117
H 11.04516 17.52785 11.74657 -0.3 0.6 -0.1 0.108
H 10.93035 18.94562 9.77587 0.0 0.6 0.6 0.124
H 12.40972 19.38261 10.49864 1.0 -0.1 0.6 0.102
H 10.55252 21.28981 8.91724 -0.5 -0.3 -0.2 0.081
H 12.18457 21.32849 9.46028 1.6 -0.1 -0.5 0.058
H 11.07438 22.59301 10.02423 0.1 -0.8 -0.2 0.102
C 7.29422 15.97053 13.87557 -1.1 0.6 0.1 -0.109
O 8.42611 15.60069 14.60364 0.6 1.1 1.0 -0.213
C 8.77449 16.57193 15.62972 1.1 -0.4 0.6 -0.155
C 9.10516 15.77680 16.90189 -0.1 0.1 -1.1 -0.206
O 7.88616 15.18368 17.26682 -0.2 -0.2 0.6 -0.180
C 8.02532 13.95926 17.95957 0.2 -0.3 -1.3 -0.095
H 7.32089 17.01567 13.51879 0.0 -0.3 0.3 0.101
H 6.31690 15.74807 14.36388 0.7 0.4 0.4 0.105
H 7.26135 15.34922 13.03062 0.2 -0.8 -1.4 0.067
H 7.95756 17.26391 15.80686 -0.2 0.0 0.0 0.125
H 9.69210 17.14262 15.35523 -0.6 -0.2 -0.2 0.130
H 9.63797 16.34891 17.69111 -0.7 0.1 -0.2 0.138
H 9.82868 15.02501 16.58442 0.1 -0.4 0.0 0.108
H 8.49712 13.18365 17.30915 -0.2 0.5 0.3 0.097
H 7.05126 13.58448 18.24673 -0.2 0.2 0.1 0.086
H 8.64163 14.11133 18.81333 0.5 -0.1 1.0 0.073
C 13.74077 15.29189 6.52408 -0.3 0.2 -1.8 -0.138
O 14.33607 14.47821 7.48136 0.1 -1.3 0.1 -0.198
C 14.47646 13.12962 6.98630 0.7 0.5 0.2 -0.191
C 14.77371 12.17773 8.11189 0.8 0.3 1.2 -0.181
O 16.06338 12.35136 8.78141 -1.1 -1.1 -1.5 -0.183
C 16.06367 13.42361 9.63705 -1.2 2.6 0.0 -0.154
H 14.37061 15.33657 5.58588 -0.6 -0.2 0.7 0.103
H 13.64661 16.30036 6.87488 0.1 0.5 0.6 0.069
H 12.69391 14.99012 6.25832 0.8 -0.1 0.2 0.098
H 15.30813 13.06875 6.25846 -0.5 0.2 -0.1 0.139
H 13.51770 12.79717 6.57308 0.1 0.1 -0.4 0.114
H 14.76776 11.11767 7.76435 -0.3 0.9 0.3 0.141
H 14.02820 12.44300 8.88053 -0.2 -0.9 -0.1 0.104
H 16.78372 13.31135 10.38952 1.5 -0.4 0.8 0.069
H 15.11621 13.53076 10.21860 0.2 -0.1 -0.6 0.089
H 16.23901 14.41102 9.10882 -0.2 -1.0 0.5 0.099
C 11.50858 14.00200 10.66709 -1.6 -1.7 0.2 -0.118
O 11.11498 15.31310 10.97986 0.4 0.3 -1.5 -0.131
H 12.50622 13.93961 10.26712 0.5 0.2 -0.2 0.068
H 11.44576 13.24603 11.52609 0.0 1.3 -1.2 0.083
H 10.76705 13.68031 9.88597 0.9 -0.1 0.5 0.084
H 10.98882 15.46108 11.89396 0.1 -0.1 2.0 0.018
C 11.26868 13.97693 14.16486 0.0 -1.5 -1.1 -0.166
O 11.13241 15.32720 13.87327 -0.2 1.3 -0.6 -0.111
H 11.94433 13.78520 14.95358 1.0 0.2 1.1 0.070
H 10.36546 13.47613 14.42922 -1.1 -0.1 0.3 0.078
H 11.64984 13.34302 13.33610 -0.1 0.9 0.3 0.050
H 10.23092 15.67951 14.02926 0.4 -0.9 0.0 0.059
C 9.88115 16.31658 8.43173 0.5 -0.4 0.8 -0.149
O 11.25842 16.71752 8.54851 -0.5 -0.7 1.0 -0.155
H 9.65691 16.57160 7.41133 -0.8 0.1 -0.2 0.073
H 9.67882 15.24821 8.63825 0.7 0.0 -0.6 0.064
H 9.24250 16.73647 9.22647 0.1 0.8 -0.6 0.077
H 11.51268 16.42682 9.45045 0.0 0.2 -0.5 0.043
```
Positions in Å, forces in eV/Å.

Kohn-Sham gap (eV): 9.989
SMILES: COCCOC.COCCOC.COCCOC.COCCOC.COCCOC.COCCOC.CO.CO.CO
Charge: 0
Energy above the lowest of the compared OMol25 structures with the same formula, charge and spin (kcal/mol): 15.74